Computed, not measured: a single C2H4ClN molecule, with ωB97M-V with the def2-TZVPD basis set.

**2S+1**: 1
**HOMO level**: -10.4 eV
**ΔE to the lowest compared entry with this formula, charge and spin**: 16.5 kcal/mol
**SMILES string**: [H]/N=C/CCl
**E**: -593.5149 hartree
**Charge**: 0

```
8
Properties=species:S:1:pos:R:3:lowdin_charge:R:1
H -1.90 0.89 -1.01 0.062
N -1.21 0.14 -0.84 0.093
C -0.45 0.37 0.16 -0.365
C 0.64 -0.60 0.29 -0.627
Cl 1.99 -0.01 -0.68 0.558
H -0.37 1.25 0.80 0.111
H 1.03 -0.56 1.42 0.120
H 0.26 -1.48 -0.15 0.048
```